No. 1
Density functional theory data (ωB97M-V/def2-TZVPD) for a structure of composition C23H14F5N3O3 in a non-equilibrium geometry.

The geometry in XYZ format:
```
48
Properties=species:S:1:pos:R:3:lowdin_charge:R:1
N -1.9524 -2.0088 0.2798 0.13
C -1.0356 -3.0087 0.1964 -0.43
O -0.9627 -3.8934 -0.7051 0.01
C -0.0873 -2.8861 1.3303 0.03
C -0.4848 -1.8617 2.0797 0.04
C -1.7303 -1.3163 1.4428 -0.44
O -2.4404 -0.4090 1.8775 0.07
H 0.7663 -3.5811 1.4089 0.13
H -0.0817 -1.4101 2.9859 0.12
C -6.9315 -4.9527 1.5817 0.02
N -6.3158 -5.3608 0.3362 -0.03
C -6.4691 -6.6297 -0.1704 -0.01
C -5.7118 -6.7188 -1.2816 0.01
N -5.1311 -5.4860 -1.4802 0.08
C -4.3535 -5.0917 -2.6250 -0.07
C -3.1052 -5.6888 -2.8362 -0.13
F -2.6685 -6.6017 -1.9392 0.12
C -2.3352 -5.3142 -3.9189 -0.10
F -1.1855 -5.9921 -4.2110 0.11
C -2.7672 -4.3120 -4.7783 -0.10
F -2.1042 -4.0420 -5.9376 0.12
C -3.9558 -3.6118 -4.5033 -0.11
F -4.3609 -2.6086 -5.3210 0.12
C -4.7372 -4.0074 -3.4317 -0.13
F -5.8893 -3.3515 -3.1462 0.13
C -5.4616 -4.6971 -0.4646 -0.09
C -5.1485 -3.2825 -0.3673 -0.38
C -3.9435 -2.8690 -1.0501 -0.05
C -3.4590 -1.5256 -0.8112 0.02
C -2.9039 -0.9185 -2.0798 -0.17
C -3.2261 0.3654 -2.5353 -0.03
C -2.5585 0.8559 -3.6463 -0.09
C -1.5413 0.0961 -4.2708 -0.08
C -1.1937 -1.1672 -3.7621 -0.07
C -1.9331 -1.7123 -2.7249 -0.05
O -5.8605 -2.4392 0.2371 -0.03
H -6.7799 -3.8766 1.7567 0.10
H -8.0012 -5.1857 1.5216 0.10
H -6.4911 -5.5483 2.3930 0.11
H -7.1114 -7.3248 0.3482 0.14
H -5.5625 -7.5473 -1.9424 0.14
H -3.2617 -3.6423 -1.5206 0.10
H -3.8914 -0.8942 -0.0459 0.13
H -3.9929 0.9436 -1.9931 0.13
H -2.8416 1.8197 -4.0929 0.11
H -1.0203 0.4612 -5.1674 0.10
H -0.3890 -1.7763 -4.1842 0.11
H -1.6984 -2.6961 -2.3295 0.08
```

HOMO	-7.11	eV
orbital gap	6.7306	eV
E_LUMO	-0.380	eV
multiplicity	1


No. 2
Density functional theory data (ωB97M-V/def2-TZVPD) for a structure of composition C23H14N3O4SW.

The geometry in XYZ format:
```
46
Properties=species:S:1:pos:R:3:lowdin_charge:R:1
W 0.4816 -0.6246 -0.6791 1.46
O -0.5168 -1.2203 6.2173 0.00
C 0.5046 -0.7087 5.7470 -0.68
O 1.5137 -0.1801 6.2247 0.00
C 0.5311 -0.7495 4.1847 -0.03
C 1.6161 -0.2239 3.4933 0.10
C 1.6077 -0.2686 2.1167 -0.18
N 0.5683 -0.8063 1.4468 -0.06
C -0.4764 -1.3402 2.1105 -0.18
C -0.5237 -1.3260 3.4867 0.10
C -1.4737 -1.9319 1.2111 -0.17
C -2.6464 -2.5306 1.6291 0.05
C -3.5123 -3.0492 0.6817 0.01
C -3.1895 -2.9643 -0.6644 -0.01
C -2.0025 -2.3662 -1.0257 -0.08
N -1.1607 -1.8612 -0.1086 -0.07
C 2.6743 0.2021 1.2229 -0.17
C 3.8480 0.7946 1.6483 0.05
C 4.7820 1.1879 0.7063 0.01
C 4.5310 0.9771 -0.6405 -0.01
C 3.3474 0.3771 -1.0090 -0.08
N 2.4370 -0.0010 -0.0968 -0.07
H 2.4152 0.1897 4.0973 0.13
H -1.3271 -1.7390 4.0852 0.13
H -2.8754 -2.5837 2.6835 0.13
H -4.4360 -3.5175 0.9935 0.13
H -3.8428 -3.3580 -1.4288 0.13
H -1.6970 -2.2789 -2.0605 0.12
H 4.0222 0.9449 2.7037 0.13
H 5.7036 1.6566 1.0235 0.13
H 5.2394 1.2707 -1.4009 0.13
H 3.0984 0.1872 -2.0454 0.13
O 0.3809 -0.2001 -4.7661 0.15
C 0.0405 0.1456 -3.6761 -0.50
O 0.4553 -0.5679 -2.5856 -0.27
C -0.8541 1.3053 -3.4027 -0.15
C -1.4330 1.8686 -4.5445 0.00
C -2.2777 2.9568 -4.4630 -0.04
C -2.5562 3.5120 -3.2219 -0.04
C -1.9924 2.9743 -2.0799 -0.12
C -1.1409 1.8713 -2.1538 -0.53
S -0.5308 1.4026 -0.5480 0.75
H -1.1929 1.4228 -5.4995 0.13
H -2.7158 3.3708 -5.3602 0.12
H -3.2136 4.3667 -3.1383 0.12
H -2.2107 3.4131 -1.1147 0.10
```

HOMO (alpha / beta)	-10.69 / -10.67	eV
orbital gap (alpha / beta)	5.5432 / 5.1716	eV
E_LUMO (alpha / beta)	-5.144 / -5.502	eV
multiplicity	3
⟨S²⟩	2.016
charge	+1


No. 3
Density functional theory data (ωB97M-V/def2-TZVPD) for a structure of composition C23H15ClIN10OPPdS2 in a non-equilibrium geometry.

The geometry in XYZ format:
```
55
Properties=species:S:1:pos:R:3:lowdin_charge:R:1
Pd 0.0860 -0.1789 0.0758 0.79
N 2.7037 -2.3880 -0.5584 0.13
C 3.0617 -1.0916 -0.2444 -0.51
N 4.3102 -0.6730 -0.2391 0.00
N 4.1943 0.6347 0.1177 -0.12
N 2.9681 0.9581 0.3014 -0.07
N 2.1922 -0.1507 0.0857 -0.07
C 1.4740 -2.8988 -0.2271 -0.47
N 1.2690 -4.1926 -0.0541 0.03
N -0.0469 -4.2747 0.2563 -0.05
N -0.5684 -3.1108 0.2579 -0.24
N 0.3653 -2.1830 -0.0528 -0.10
H 3.4559 -3.0535 -0.5814 0.13
Cl -3.7541 6.0591 0.0990 0.60
C -2.5310 4.7932 0.0752 -0.62
C -1.2624 5.0778 0.4792 -0.20
C -0.2618 4.0841 0.4859 -0.67
I 1.6488 4.5580 1.1381 0.85
C -0.5173 2.7736 0.0911 -0.44
O 0.3630 1.8441 0.1302 -0.26
C -1.8565 2.5182 -0.3998 -0.16
N -2.0382 1.2668 -0.8694 0.08
C -3.2239 0.9297 -1.3100 -0.16
C -4.3222 1.8173 -1.2906 -0.05
C -4.1474 3.0905 -0.8324 -0.04
C -2.8705 3.4924 -0.3821 -0.19
H -1.0218 6.0770 0.8174 0.08
H -3.3306 -0.0755 -1.6995 0.02
H -5.2877 1.4681 -1.6349 0.10
H -4.9693 3.7941 -0.7989 0.08
S -2.8130 -2.5770 -1.6234 0.18
P -2.9093 -2.2886 0.3533 0.15
S -1.8909 -0.8802 1.4640 0.29
C -3.1947 -3.7741 1.3955 -0.36
C -2.4114 -4.0405 2.5099 -0.12
C -2.6767 -5.1466 3.3074 -0.09
C -3.7281 -5.9968 2.9971 -0.12
C -4.5168 -5.7334 1.8838 -0.10
C -4.2515 -4.6269 1.0919 -0.09
C -4.6715 -1.6104 0.5805 -0.39
C -5.0540 -1.0634 1.8084 -0.13
C -6.3330 -0.5761 2.0230 -0.10
C -7.2839 -0.6320 1.0087 -0.12
C -6.9311 -1.1970 -0.2063 -0.11
C -5.6412 -1.6802 -0.4127 -0.15
H -1.6033 -3.3638 2.7553 0.07
H -2.0472 -5.3480 4.1659 0.09
H -3.9337 -6.8602 3.6197 0.09
H -5.3425 -6.3889 1.6325 0.09
H -4.8659 -4.4251 0.2226 0.10
H -4.3267 -1.0035 2.6088 0.06
H -6.5858 -0.1403 2.9828 0.09
H -8.2806 -0.2361 1.1660 0.09
H -7.6600 -1.2622 -1.0070 0.09
H -5.3627 -2.1060 -1.3695 0.04
```

HOMO	-2.55	eV
orbital gap	6.5996	eV
E_LUMO	4.045	eV
multiplicity	1
energy relative to the best compared isomer or geometry (same formula, charge and spin)	1.066	eV
charge	-2